## i
{"formula": "C4H6", "method": "the ωB97M-V functional and the def2-TZVPD basis", "orbital_gap_ev": [9.13, 7.88], "total_charge": 0, "species": ["C", "C", "C", "C", "H", "H", "H", "H", "H", "H"], "positions_angstrom": [[1.244, -0.517, 0.360], [0.630, 0.257, -0.478], [2.000, 0.596, -0.504], [-2.589, -0.140, 0.104], [1.523, -1.287, 1.017], [2.317, 1.519, -0.034], [2.888, 0.280, -1.006], [-2.107, 0.068, 1.065], [-2.345, -1.073, -0.314], [-3.559, 0.295, -0.210]]}

---

## ii
{"formula": "C4H6", "method": "the ωB97M-V functional and the def2-TZVPD basis", "orbital_gap_ev": 10.97, "total_charge": 0, "smiles": "C#CCC", "species": ["C", "C", "C", "C", "H", "H", "H", "H", "H", "H"], "positions_angstrom": [[-1.909, -0.298, -0.005], [-0.809, 0.221, -0.044], [0.575, 0.711, 0.015], [1.516, -0.553, -0.009], [-2.882, -0.650, 0.123], [0.715, 1.260, 0.969], [0.720, 1.379, -0.838], [1.388, -1.128, 0.922], [1.284, -1.166, -0.856], [2.537, -0.183, -0.063]]}

---

Which one sits at the top of the stability order? ii does.

---

## i
{"formula": "C2H13NO4", "method": "the ωB97M-V functional and the def2-TZVPD basis", "orbital_gap_ev": [9.36, 5.79], "total_charge": 1, "multiplicity": 2, "species": ["C", "C", "N", "H", "H", "H", "H", "H", "H", "H", "O", "H", "H", "O", "H", "H", "O", "H", "H", "O"], "positions_angstrom": [[0.277, 1.352, 1.994], [-1.311, 0.160, 0.619], [-0.120, 0.243, 1.119], [0.176, 0.951, 3.010], [-0.376, 2.185, 2.001], [1.273, 1.649, 1.796], [-1.491, -0.542, -0.284], [-2.074, 0.735, 1.054], [-2.061, -0.336, -2.455], [-0.554, -0.287, -2.448], [-1.356, 0.308, -2.432], [0.681, -2.115, -2.230], [0.869, -2.285, -0.737], [0.296, -1.850, -1.366], [1.009, 2.619, -1.842], [0.032, 1.501, -1.229], [0.937, 1.745, -1.348], [1.687, -2.450, 2.074], [0.860, -1.343, 1.419], [1.245, -2.238, 1.285]]}

---

## ii
{"formula": "C2H13NO4", "method": "the ωB97M-V functional and the def2-TZVPD basis", "orbital_gap_ev": [9.73, 4.40], "total_charge": 1, "multiplicity": 2, "species": ["C", "N", "C", "O", "H", "H", "H", "H", "H", "H", "H", "H", "H", "O", "H", "H", "O", "H", "H", "O"], "positions_angstrom": [[2.086, 1.465, 0.910], [0.705, 1.859, 0.931], [-0.262, 0.769, 0.912], [-0.207, -0.122, 1.996], [2.327, 1.181, -0.127], [2.716, 2.298, 1.214], [2.290, 0.559, 1.493], [0.469, 2.564, 1.642], [0.013, 0.184, 0.027], [-1.276, 1.153, 0.778], [-0.455, 0.344, 2.808], [-1.203, -2.171, -2.260], [-0.453, -1.727, -0.950], [-0.673, -1.487, -1.858], [0.899, -2.227, 0.348], [0.236, -2.734, 1.511], [0.208, -2.838, 0.570], [-1.226, 0.296, -2.471], [-1.521, 1.761, -2.589], [-1.673, 0.924, -3.076]]}

---

Which one sits at the top of the stability order? ii does.

---

## i
{"formula": "C4H13N2", "method": "the ωB97M-V functional and the def2-TZVPD basis", "orbital_gap_ev": 6.67, "total_charge": 1, "species": ["C", "C", "C", "C", "N", "N", "H", "H", "H", "H", "H", "H", "H", "H", "H", "H", "H", "H", "H"], "positions_angstrom": [[1.540, -0.598, -1.722], [0.915, 0.102, -0.485], [-0.519, 0.346, -0.594], [-1.518, -0.259, 0.333], [-1.368, -1.706, 0.589], [0.471, 1.792, 2.008], [1.224, -1.640, -1.705], [2.636, -0.615, -1.725], [1.214, -0.116, -2.645], [1.436, 1.060, -0.330], [1.173, -0.568, 0.334], [-0.933, 0.527, -1.603], [-1.515, 0.152, 1.355], [-2.489, 0.120, -0.003], [-0.488, -2.031, 0.166], [0.370, 2.790, 2.163], [-2.011, -2.171, -0.061], [-0.035, 1.452, 1.189], [-0.105, 1.364, 2.735]]}

---

## ii
{"formula": "C4H13N2", "method": "the ωB97M-V functional and the def2-TZVPD basis", "orbital_gap_ev": 11.65, "total_charge": 1, "species": ["C", "C", "N", "H", "H", "H", "H", "H", "H", "H", "H", "C", "C", "N", "H", "H", "H", "H", "H"], "positions_angstrom": [[-0.541, -1.482, -1.935], [-0.865, -1.702, -0.443], [-1.446, -0.391, 0.055], [-0.034, -2.323, -2.431], [-1.434, -1.264, -2.461], [0.075, -0.571, -2.149], [-1.699, -2.476, -0.354], [-0.066, -2.065, 0.234], [-0.649, 0.315, 0.208], [-1.967, -0.511, 0.939], [-2.061, -0.040, -0.684], [0.895, 1.656, 2.055], [1.790, 1.426, -0.101], [0.738, 1.264, 0.643], [1.840, 2.126, 2.266], [0.899, 0.763, 2.656], [0.033, 2.313, 2.326], [1.772, 1.055, -1.147], [2.719, 1.907, 0.324]]}

---

Which one sits at the top of the stability order? ii does.

---

## i
{"formula": "C4H13N2", "method": "the ωB97M-V functional and the def2-TZVPD basis", "orbital_gap_ev": 6.03, "total_charge": 1, "species": ["N", "C", "C", "C", "N", "C", "H", "H", "H", "H", "H", "H", "H", "H", "H", "H", "H", "H", "H"], "positions_angstrom": [[-2.116, -1.092, 1.188], [-0.387, 1.152, 0.082], [-0.564, 1.084, -1.427], [0.080, -0.168, 0.781], [1.045, -1.009, -0.046], [2.339, -0.305, -0.131], [-1.444, 1.264, 0.380], [-2.652, -1.170, 0.244], [-2.686, -1.743, 1.825], [0.144, 2.020, 0.274], [0.378, 1.034, -2.030], [-1.064, 2.009, -1.663], [-1.190, 0.182, -1.650], [0.364, 0.020, 1.818], [-0.969, -0.810, 0.869], [0.986, -1.989, 0.171], [1.942, 0.318, -0.964], [2.721, 0.235, 0.762], [3.072, -1.033, -0.483]]}

---

## ii
{"formula": "C4H13N2", "method": "the ωB97M-V functional and the def2-TZVPD basis", "orbital_gap_ev": 6.02, "total_charge": 1, "species": ["C", "C", "C", "C", "N", "N", "H", "H", "H", "H", "H", "H", "H", "H", "H", "H", "H", "H", "H"], "positions_angstrom": [[0.341, 2.070, -0.023], [-0.365, 0.756, 0.491], [-1.610, 0.462, -0.421], [-2.173, -0.869, 0.048], [-1.345, -1.911, -0.516], [0.562, -0.245, 0.285], [0.725, 1.880, -1.010], [1.192, 2.395, 0.562], [-0.450, 2.813, 0.001], [-0.698, 0.789, 1.539], [-2.233, 1.344, -0.365], [-1.174, 0.249, -1.396], [-3.202, -0.971, -0.285], [-2.123, -0.911, 1.145], [-1.591, -2.823, -0.182], [-0.342, -1.726, -0.345], [1.148, -0.294, 1.135], [6.361, -1.333, -0.222], [6.977, -1.676, -0.439]]}

---

## iii
{"formula": "C4H13N2", "method": "the ωB97M-V functional and the def2-TZVPD basis", "orbital_gap_ev": 6.14, "total_charge": 1, "species": ["C", "N", "C", "N", "C", "C", "H", "H", "H", "H", "H", "H", "H", "H", "H", "H", "H", "H", "H"], "positions_angstrom": [[-1.333, 0.644, -1.094], [-1.565, 1.934, -1.715], [0.187, 0.220, -1.098], [0.455, -0.754, 0.015], [0.986, -2.417, 3.055], [0.945, 1.527, -0.935], [-1.489, 0.773, 0.056], [-1.860, -0.248, -1.366], [-1.948, 1.757, -2.639], [-2.230, 2.551, -1.199], [0.444, -0.226, -2.111], [0.012, -1.681, -0.236], [1.920, -2.876, 3.198], [0.844, -1.734, 3.843], [0.991, -1.872, 2.060], [0.178, -3.097, 3.017], [1.084, 1.940, -1.916], [0.403, 2.155, -0.348], [1.975, 1.406, -0.586]]}

---

Which one sits at the top of the stability order? ii does.

---

## i
{"formula": "C4H13N2", "method": "the ωB97M-V functional and the def2-TZVPD basis", "orbital_gap_ev": 7.84, "total_charge": 1, "species": ["N", "C", "C", "N", "C", "C", "H", "H", "H", "H", "H", "H", "H", "H", "H", "H", "H", "H", "H"], "positions_angstrom": [[0.527, 1.518, 1.208], [-2.034, -0.257, 0.880], [-1.532, 0.270, -0.454], [-0.121, 0.386, -0.695], [0.643, -0.828, -0.572], [2.112, -0.660, -0.895], [1.328, 0.943, 1.488], [0.925, 2.442, 1.023], [-1.763, 0.394, 1.706], [-1.699, -1.265, 1.120], [-3.118, -0.283, 0.831], [-1.975, 1.221, -0.698], [-1.842, -0.409, -1.264], [0.418, 1.218, 0.155], [0.157, -1.480, -1.307], [0.489, -1.315, 0.409], [2.603, -0.007, -0.193], [2.601, -1.643, -0.851], [2.282, -0.246, -1.892]]}

---

## ii
{"formula": "C4H13N2", "method": "the ωB97M-V functional and the def2-TZVPD basis", "orbital_gap_ev": 10.11, "total_charge": 1, "species": ["N", "C", "C", "N", "H", "H", "H", "H", "H", "H", "H", "H", "H", "C", "C", "H", "H", "H", "H"], "positions_angstrom": [[1.041, 0.981, 0.501], [1.254, 0.018, -0.647], [0.116, 0.118, -1.656], [0.509, -0.651, -2.826], [0.854, 1.913, 0.133], [0.242, 0.715, 1.108], [1.878, 1.045, 1.083], [2.196, 0.287, -1.120], [1.336, -0.972, -0.216], [-0.813, -0.225, -1.191], [0.023, 1.157, -1.969], [0.475, -1.650, -2.655], [-0.101, -0.471, -3.612], [-1.256, -0.904, 2.509], [-1.708, 0.145, 1.834], [-1.289, -1.886, 2.060], [-0.878, -0.790, 3.511], [-2.140, 0.045, 0.848], [-1.739, 1.124, 2.303]]}

---

## iii
{"formula": "C4H13N2", "method": "the ωB97M-V functional and the def2-TZVPD basis", "orbital_gap_ev": 6.66, "total_charge": 1, "species": ["C", "C", "C", "C", "N", "N", "H", "H", "H", "H", "H", "H", "H", "H", "H", "H", "H", "H", "H"], "positions_angstrom": [[0.808, -1.475, -0.430], [-0.037, -1.236, 0.821], [-1.400, -0.665, 0.474], [-1.263, 0.722, -0.154], [-0.731, 0.636, -1.457], [1.409, -0.259, -0.813], [0.116, -1.846, -1.222], [1.591, -2.249, -0.313], [-0.105, -2.153, 1.413], [0.409, -0.518, 1.517], [-2.055, -0.665, 1.345], [-1.868, -1.304, -0.286], [-2.194, 1.311, -0.152], [2.022, 3.122, 1.945], [-0.563, 1.319, 0.468], [0.464, 0.340, -1.294], [1.898, 3.743, 1.533], [2.236, -0.352, -1.421], [-0.736, 1.530, -1.973]]}

---

Which one sits at the top of the stability order? ii does.